[1]
C13H8BrCl3GeIMoNO4Se3Te | ωB97M-V with the def2-TZVPD basis set

Summary:
Spin multiplicity ... 4
Relative energy (zero: lowest compared OMol25 entry of this formula, charge and spin) ... 0.0 kcal per mole
HOMO level (spin up / spin down) ... -0.429 / -0.439 Ha
Molar mass ... 1088.407 g mol⁻¹
Charge ... +1
Expectation value of S² ... 3.80
Gap between HOMO and LUMO (spin up / spin down) ... 0.2325 / 0.2061 Eh

Geometry as XYZ:
```
37
Properties=species:S:1:pos:R:3:mulliken_spin:R:1
Mo 0.96 2.04 -2.26 2.139
Se 0.43 4.22 -3.15 -0.096
Se -1.49 4.33 -4.47 0.217
Te -1.95 2.02 -5.17 0.600
Se -0.15 0.71 -4.21 0.176
O 1.32 0.39 0.62 0.015
C 0.22 0.78 0.34 -0.015
O -0.09 1.15 -0.93 0.031
C -0.92 0.90 1.29 -0.011
C -2.17 1.33 0.87 -0.004
C -3.21 1.43 1.79 -0.001
C -2.95 1.09 3.10 0.001
C -1.71 0.66 3.54 -0.001
C -0.68 0.57 2.62 -0.001
N -4.06 1.18 4.08 0.000
O -5.13 1.56 3.67 0.000
O -3.80 0.89 5.23 0.000
H -2.34 1.59 -0.17 0.000
H -4.20 1.76 1.50 0.000
H -1.56 0.42 4.58 0.000
H 0.30 0.24 2.92 0.000
Br 4.64 -3.08 -1.31 0.000
C 2.81 -3.31 -0.98 0.001
C 2.39 -4.44 -0.28 0.000
C 1.05 -4.64 -0.01 0.000
C 0.10 -3.71 -0.43 0.003
C 0.50 -2.59 -1.14 -0.007
C 1.85 -2.41 -1.41 0.008
I 2.41 -0.73 -2.52 0.004
H 3.13 -5.15 0.06 0.000
H 0.74 -5.52 0.54 0.000
H -0.95 -3.87 -0.21 0.000
H -0.23 -1.87 -1.47 0.002
Cl 4.99 1.65 -1.09 -0.014
Ge 3.46 2.63 -2.16 -0.082
Cl 4.28 4.43 -2.91 -0.010
Cl 2.00 3.37 -0.45 0.044
```

=====

[2]
C13H8CeIN4O4S2 | ωB97M-V with the def2-TZVPD basis set

Summary:
Spin multiplicity ... 1
Relative energy (zero: lowest compared OMol25 entry of this formula, charge and spin) ... 0.0 kcal per mole
HOMO level (spin up / spin down) ... -0.462 / -0.462 Ha
Molar mass ... 615.385 g mol⁻¹
Charge ... +1
Gap between HOMO and LUMO (spin up / spin down) ... 0.3043 / 0.2569 Eh

Geometry as XYZ:
```
33
Properties=species:S:1:pos:R:3:lowdin_charge:R:1
Ce -0.56 0.03 -2.40 1.066
S 0.76 -0.62 5.27 1.076
N 0.19 0.66 4.47 -0.194
C 0.37 0.38 3.19 -0.302
C -0.07 1.24 2.08 -0.057
C -0.74 2.44 2.26 0.048
C -1.14 3.17 1.17 0.001
C -0.90 2.64 -0.10 -0.089
N -0.26 1.49 -0.29 0.017
C 0.18 0.81 0.79 -0.128
C 0.92 -0.45 0.54 -0.123
N 1.19 -0.76 -0.75 0.008
C 1.81 -1.91 -1.00 -0.089
C 2.21 -2.80 -0.02 0.008
C 1.96 -2.47 1.29 0.054
C 1.31 -1.27 1.59 -0.055
C 1.01 -0.83 2.95 -0.301
N 1.33 -1.50 4.05 -0.194
H -0.94 2.79 3.27 0.134
H -1.66 4.11 1.27 0.125
H -1.22 3.16 -0.99 0.060
H 2.00 -2.14 -2.04 0.132
H 2.70 -3.73 -0.29 0.127
H 2.25 -3.12 2.11 0.134
O -2.48 -0.83 -3.22 -0.392
S -2.28 -1.77 -2.05 0.414
O -3.23 -2.77 -1.82 -0.155
O -0.84 -2.19 -2.31 -0.379
O -2.05 -0.75 -0.93 -0.362
I -1.87 2.54 -3.84 1.086
C -0.17 1.42 -4.40 -0.659
H 0.64 2.12 -4.52 -0.010
H -0.44 0.92 -5.32 -0.003
```

=====

[3]
C13H8CoFN3O8 | ωB97M-V with the def2-TZVPD basis set

Summary:
Spin multiplicity ... 1
HOMO level ... -0.445 Ha
Molar mass ... 412.151 g mol⁻¹
Charge ... +1
Gap between HOMO and LUMO ... 0.2337 Eh

Geometry as XYZ:
```
34
Properties=species:S:1:pos:R:3:nbo_charge:R:1
Co -1.46 1.78 0.25 1.374
O 2.06 3.63 -0.64 -0.596
C 0.99 3.04 -0.18 0.814
O -0.05 2.89 -0.81 -0.628
C 1.05 2.53 1.21 0.066
C 2.12 2.39 2.05 -0.154
C 1.89 1.78 3.29 -0.119
C 0.62 1.35 3.63 -0.149
C -0.41 1.53 2.72 0.129
N -0.17 2.12 1.56 -0.399
C -1.84 1.11 2.80 0.734
O -2.36 0.67 3.78 -0.472
O -2.47 1.33 1.63 -0.645
H 1.92 3.92 -1.56 0.531
H 3.10 2.73 1.76 0.265
H 2.71 1.63 3.98 0.257
H 0.40 0.86 4.58 0.274
F 0.98 -2.43 -4.75 -0.280
C 0.59 -2.57 -3.49 0.262
C -0.55 -2.05 -3.05 -0.045
N -0.96 -2.21 -1.73 -0.421
C -2.15 -1.54 -1.25 -0.328
C -1.85 -0.15 -0.77 0.790
O -2.62 0.84 -0.93 -0.581
O -0.78 0.14 -0.12 -0.545
C -0.18 -2.87 -0.79 0.791
O -0.51 -2.95 0.38 -0.611
N 0.98 -3.40 -1.30 -0.630
C 1.49 -3.31 -2.60 0.597
O 2.55 -3.80 -2.90 -0.519
H -1.20 -1.49 -3.71 0.238
H -2.52 -2.09 -0.38 0.302
H -2.92 -1.49 -2.01 0.257
H 1.55 -3.91 -0.63 0.442
```

=====

[4]
C13H9Cl6N2O4ReS | ωB97M-V with the def2-TZVPD basis set

Summary:
Spin multiplicity ... 4
Relative energy (zero: lowest compared OMol25 entry of this formula, charge and spin) ... 11.1 kcal per mole
HOMO level (spin up / spin down) ... -0.438 / -0.439 Ha
Molar mass ... 688.217 g mol⁻¹
Charge ... +1
Expectation value of S² ... 3.78
Gap between HOMO and LUMO (spin up / spin down) ... 0.3085 / 0.2479 Eh

Geometry as XYZ:
```
36
Properties=species:S:1:pos:R:3:nbo_charge:R:1
Re -0.02 0.70 -0.15 1.614
N 0.07 1.26 2.02 -0.805
C -0.92 2.35 2.27 -0.359
C -2.12 2.18 1.31 0.774
O -3.16 2.74 1.53 -0.525
O -1.85 1.41 0.28 -0.719
H -0.18 0.45 2.57 0.429
H 0.99 1.54 2.35 0.413
H -0.47 3.31 2.04 0.233
H -1.27 2.36 3.30 0.249
S 4.53 0.53 -0.87 0.593
C 3.79 -0.92 -1.40 -0.410
C 2.46 -0.89 -1.16 -0.020
N 2.03 0.28 -0.57 -0.531
C 3.02 1.11 -0.37 -0.145
H 4.36 -1.71 -1.85 0.281
H 1.75 -1.66 -1.41 0.258
H 2.91 2.09 0.07 0.242
Cl -2.70 -1.12 -1.36 0.095
C -1.70 -1.91 -0.22 0.052
C -0.56 -1.29 0.34 -0.409
C 0.17 -2.08 1.25 -0.071
Cl 1.49 -1.34 2.09 0.021
C -0.15 -3.39 1.57 -0.093
Cl 0.81 -4.28 2.67 0.092
C -1.28 -3.97 0.98 -0.057
Cl -1.70 -5.58 1.36 0.117
C -2.06 -3.22 0.11 -0.122
Cl -3.47 -3.92 -0.57 0.106
Cl 0.30 3.00 -1.08 0.085
C -0.80 2.75 -2.46 -0.480
C -0.67 1.31 -3.00 0.774
O -0.97 1.11 -4.14 -0.516
O -0.25 0.41 -2.14 -0.710
H -0.55 3.48 -3.23 0.274
H -1.82 2.91 -2.11 0.273
```